No. 1
Here is a 2-piece molecular cluster, C4H11N3O2 overall from the OMol25 dataset. Energies are from wB97M-V/def2-TZVPD.

Output
Spin multiplicity: 1
HOMO energy, eV: -8.8
Orbital gap, eV: 9.57
SMILES: [H]/N=C(\N)NC.CC(=O)O
E_LUMO, eV: 0.8
Maximum force, eV/A: 1.332

Positions of all 20 atoms, in Å:
N (2.7435, -1.0578, -0.3123)
N (0.6716, -2.1850, -0.0463)
H (0.2086, -0.4734, 1.6250)
C (1.5964, 1.0291, 1.3713)
H (-3.6968, 1.0649, -1.7814)
O (-1.4028, -0.0794, -1.2614)
H (-0.6587, -0.4848, -0.7779)
H (-2.5920, 2.3684, -1.7378)
H (1.1102, -2.9344, -0.5527)
H (1.1401, 1.4478, 2.2695)
H (-3.5653, 2.1453, -0.2903)
C (1.4811, -1.2569, 0.2692)
H (2.6741, 1.0838, 1.3873)
H (3.0756, -0.1424, -0.0467)
C (-3.0611, 1.6274, -1.0965)
H (3.4008, -1.7442, 0.0330)
N (1.0173, -0.2557, 1.0740)
C (-1.9315, 0.8822, -0.5080)
O (-1.4117, 1.2828, 0.5115)
H (1.2876, 1.7833, 0.6539)

***

No. 2
Here is a 11-piece molecular cluster, C46H60Br6O2 overall from the OMol25 dataset. Energies are from wB97M-V/def2-TZVPD.

Output
Spin multiplicity: 1
HOMO energy, eV: -9.0
Orbital gap, eV: 9.13
SMILES: c1ccccc1.c1ccccc1.c1ccccc1.c1ccccc1.c1ccccc1.c1ccccc1.BrCCBr.BrCCBr.BrCCBr.CCO.CCO
E_LUMO, eV: 0.2
Maximum force, eV/A: 3.748

Positions of all 114 atoms, in Å:
C (1.3621, -3.7848, -0.1124)
C (-4.0605, -2.2109, -3.4011)
H (2.8969, 2.6488, -4.6971)
H (-3.5261, -1.9728, -4.3208)
H (-4.9723, -3.0020, 3.0342)
H (3.3939, 1.5624, 4.1271)
C (-1.7460, -4.4804, -5.3326)
H (-1.3955, -6.0433, -2.3676)
H (-1.0596, 7.4409, 4.0034)
H (-3.2350, -4.2598, 2.8441)
H (-0.2089, -4.2934, 3.9109)
H (4.5951, -2.4516, 3.4370)
C (-1.7189, 4.9745, -3.8353)
C (-2.1298, 4.1930, -1.6236)
Br (1.7483, 2.0457, -6.7352)
C (0.7674, 4.2904, 5.3023)
C (-0.3585, 5.0072, -3.6237)
C (-0.1830, 4.1804, 4.2020)
C (-2.0488, -5.5469, -6.1958)
H (5.4020, 5.1424, 1.0338)
H (1.1916, -3.5603, -2.2784)
C (4.0338, -0.4272, 3.8995)
H (-2.4906, -7.6340, -6.2844)
O (-3.1304, -3.5983, 3.5319)
H (-3.6816, 4.7508, -3.1160)
H (-1.6085, 0.9845, -1.8671)
C (-3.6004, -1.6097, 2.1386)
H (1.7895, 5.5471, 6.6786)
C (1.4625, -6.4825, -0.6347)
H (1.3448, -2.7554, 0.2140)
H (-1.8229, -3.4878, -5.7513)
C (1.4890, -4.6751, 0.9557)
H (-0.2724, 3.2127, 3.7308)
H (1.2842, -2.3122, 2.5763)
C (4.0941, -1.5387, 3.1505)
H (-1.8206, -8.0230, -3.7628)
H (-0.4696, -2.7253, 2.2721)
H (-2.2379, 5.2737, -4.7339)
Br (-4.9142, -3.9565, -3.7708)
H (4.6267, -0.3941, 4.8016)
C (1.3989, -6.0003, 0.6582)
H (-4.1527, -0.6736, 2.2214)
H (3.8565, -2.2007, 1.1195)
H (1.1901, -3.3093, 4.6411)
H (0.3224, 5.4739, -4.3201)
C (1.4562, -5.5850, -1.6912)
H (0.5640, 5.3344, 0.8391)
C (1.5930, 5.3283, 1.1670)
H (1.6025, -4.4059, 1.9955)
H (-4.1910, -1.9869, 4.2172)
C (2.2478, 4.1838, 0.7096)
H (4.2244, 7.1030, 2.2412)
C (3.6257, 4.0996, 0.6509)
H (1.3045, 1.9088, -4.3855)
H (4.1142, 3.3252, 0.0781)
C (-0.8521, 5.2575, 3.7579)
H (1.0735, 4.8687, -1.9381)
C (-4.0358, -2.4943, 3.2651)
H (-1.5780, -2.6252, 4.4916)
C (0.2021, -3.3206, 4.1809)
C (4.3365, 5.1568, 1.2099)
O (-0.7821, -2.7223, 5.0196)
H (3.5453, -0.1115, -4.8174)
H (-5.7477, -0.8371, -4.0214)
C (-1.4885, -4.6891, -3.9628)
H (-3.7803, -2.0461, 1.1561)
H (1.3808, -7.5294, -0.8870)
C (2.2491, 1.8006, -4.9186)
H (-2.0037, 0.0912, 0.3762)
C (-2.6290, 4.6575, -2.8930)
H (-1.2581, -3.8710, -3.2965)
H (1.4163, -5.9911, -2.6912)
C (-5.2287, -1.1957, -3.1325)
H (-2.4310, -5.3859, -7.1930)
H (-3.3759, -2.2920, -2.5568)
Br (-4.3271, 0.5003, -2.4439)
H (1.3942, 3.4254, 5.4617)
C (-1.8177, -7.0710, -4.2729)
C (1.3307, -4.1995, -1.4191)
C (0.1076, 4.6285, -2.3573)
C (3.6880, 6.2536, 1.8447)
C (2.6656, 0.3508, -4.3695)
H (-1.5169, 5.1590, 2.9125)
C (-0.8151, 0.3947, -1.4081)
C (-1.5636, -5.9682, -3.4318)
C (2.8992, 0.7768, 2.1978)
H (2.5100, -0.3240, 0.3982)
H (1.7029, 3.4041, 0.1981)
Br (2.8393, 0.5396, -2.3541)
H (-0.3226, 3.9165, -0.4299)
Br (-0.3782, 1.7871, 1.1663)
C (-0.9745, 0.2517, 0.0552)
C (-0.7580, 4.1327, -1.3943)
Br (-0.9031, -1.4131, -2.2864)
C (-2.0717, -6.8567, -5.6625)
H (-5.8801, -1.5657, -2.3408)
H (1.2647, -6.7160, 1.4558)
H (-0.0491, -1.3318, 3.1447)
C (1.0131, 5.5157, 5.9286)
H (0.6488, 7.5791, 5.8147)
C (2.2890, 6.3742, 1.7594)
C (0.3595, 6.6193, 5.4129)
C (0.2733, -2.3601, 2.9812)
H (0.1653, 0.8457, -1.5614)
C (3.6514, -1.4395, 1.8576)
H (-2.8665, 3.8830, -0.8973)
C (2.9376, -0.3599, 1.3893)
H (2.2626, 1.5916, 1.8859)
H (1.7118, 7.1752, 2.1971)
H (1.7972, -0.2966, -4.4914)
C (3.3966, 0.7213, 3.4496)
H (-0.3849, -0.6257, 0.3212)
H (-2.6109, -1.1620, 2.2314)
C (-0.6273, 6.5199, 4.3658)

***

No. 3
Here is C15H22N2OPRu as an isolated structure from the OMol25 dataset. Energies are from wB97M-V/def2-TZVPD.

Output
Charge: +1
Spin multiplicity: 5
HOMO energy (spin up / spin down), eV: -10.0 / -11.8
Orbital gap (spin up / spin down), eV: 6.65 / 7.09
E_LUMO (spin up / spin down), eV: -3.4 / -4.7
Maximum force, eV/A: 3.057

Positions of all 42 atoms, in Å:
Ru (0.8065, 0.5160, -3.2770)
H (0.3517, 0.5453, 5.7274)
H (-3.2017, -2.1226, 4.8949)
C (-0.6086, -0.7504, -5.4944)
O (-1.1607, -1.9069, 1.6615)
C (2.1928, 1.2057, 0.4140)
H (0.8724, 2.0939, 5.0335)
C (-0.4546, 0.9754, 3.7700)
H (2.4253, 1.3496, -1.7862)
H (-3.3616, -0.5681, 4.0533)
N (0.8026, 0.2478, -1.2369)
H (-0.2399, 1.6230, 2.9148)
C (-0.0052, -0.3235, -0.3237)
H (0.6432, 3.3579, -3.2196)
C (1.6933, -0.8342, -4.7714)
C (0.6554, 1.0497, 4.8045)
H (-1.3926, 1.3223, 4.2273)
C (0.2823, -0.1105, 1.0308)
H (-2.9995, -2.0584, 3.1335)
C (1.0545, -2.1994, -4.7344)
N (-0.6928, -0.4097, 3.3119)
H (-0.8153, -2.2576, 4.2347)
H (-1.0521, -2.8346, -4.9268)
H (-1.4305, 2.5773, -2.6027)
H (0.8584, 1.0198, -5.9417)
C (0.6051, 0.0959, -5.3713)
H (1.6594, 0.7729, 2.4635)
C (-0.5984, -0.8650, 2.0178)
C (1.8787, 0.9786, -0.9120)
H (2.7806, -0.6187, -4.8985)
C (1.3979, 0.6312, 1.3893)
H (-0.8615, 2.7209, -4.7945)
H (-0.8213, -0.9156, -0.7122)
C (-0.3029, -2.1178, -5.1152)
H (-1.1687, -0.8361, 5.2548)
H (1.6257, -3.0399, -4.3229)
H (1.5786, 0.5801, 4.4424)
H (3.0595, 1.8419, 0.6361)
C (-1.3411, -1.2965, 4.2851)
P (-0.3574, 2.3958, -3.5192)
H (-1.5393, -0.3113, -5.8092)
C (-2.8184, -1.5241, 4.0686)

***

No. 4
Here is C22H44BF6HgN5O16S2 as an isolated structure from the OMol25 dataset. Energies are from wB97M-V/def2-TZVPD.

Output
Spin multiplicity: 1
HOMO energy, eV: -9.2
Orbital gap, eV: 8.86
E_LUMO, eV: -0.4
Maximum force, eV/A: 6.235

Positions of all 97 atoms, in Å:
H (-1.2182, 0.7904, 2.3869)
H (3.4535, 2.2016, -4.2440)
O (3.5845, -2.1980, 3.7685)
H (-6.6999, -4.7000, 5.4940)
C (4.6709, -2.7899, 3.9746)
O (-0.1679, 2.6363, 0.2452)
C (1.0092, 3.3891, 0.2460)
O (7.0172, -2.3354, 3.2280)
C (-3.3472, 2.2196, 2.1221)
F (-1.7383, -0.4924, -4.5451)
H (2.1437, 0.1973, -4.4952)
C (4.7014, 1.7863, -1.0475)
O (-4.6015, -0.0177, -2.5149)
C (4.3809, -0.6481, -0.9293)
H (1.6321, -1.3996, -4.5230)
S (-3.2004, -0.3484, -2.2550)
H (3.5042, -1.2902, -0.8446)
H (-7.0834, -3.3963, 4.2122)
H (-0.7372, -3.5857, -1.1345)
O (-3.0783, 1.8863, -4.1980)
H (-5.2464, -1.6658, 4.6582)
F (-3.6866, -1.5404, -4.6354)
H (-2.8673, -3.4867, 2.1267)
O (5.3037, -0.9103, 2.7441)
C (2.0314, -0.1166, 1.8718)
H (-2.3664, -0.0360, 1.8847)
C (1.0385, -0.4881, -2.7241)
H (2.9947, 3.3304, -3.1105)
C (-4.6565, -2.4665, 4.2122)
H (1.6587, 1.3595, -2.5781)
N (3.3093, 2.3825, -3.2609)
H (1.8428, 2.9741, -0.3205)
O (-5.1382, -3.6092, 4.8865)
H (3.0435, -0.9666, -3.5112)
C (-1.1809, 3.3416, -3.1091)
H (1.3198, 3.3986, 1.2908)
C (5.5442, 3.2668, -3.0124)
C (-3.9058, -3.8045, 2.0337)
H (4.9474, 1.1660, -3.1270)
N (-1.6664, 0.5854, 1.5053)
H (4.9472, -0.8154, -1.8455)
N (1.3613, 0.6759, -1.8967)
O (3.2755, 0.1983, 3.7602)
H (4.2391, 2.7035, -0.6824)
O (1.1113, -0.0419, 1.0770)
H (-4.9628, -0.6989, 2.0961)
H (-4.2770, -1.4929, 0.9720)
S (-2.6563, 2.1220, -2.8233)
C (-6.5488, -3.6889, 5.1160)
H (-3.0146, 2.3411, 3.1530)
B (3.7908, -0.9226, 3.0009)
H (0.0795, -0.2657, -3.1920)
H (-3.6132, -2.2090, 4.3948)
N (-2.0073, 0.9123, -1.9939)
C (-4.7369, -2.6401, 2.6529)
H (0.8139, 4.4085, -0.0869)
O (3.8390, 0.6813, -0.7265)
C (-2.5985, -1.2605, -3.9013)
C (-1.0145, 2.9998, 1.3312)
C (2.2521, 0.8013, 3.0631)
O (0.1093, -1.6500, -0.8982)
F (-0.1189, 2.7038, -3.6533)
O (2.9705, -0.9650, 1.7800)
H (0.4454, -2.5313, -2.6559)
H (-4.2863, -3.9579, 1.0238)
H (-0.6267, 3.0693, 2.3475)
C (-0.3572, -2.8580, -0.4174)
H (2.1903, 0.4664, -1.3590)
N (-4.2603, -1.4150, 1.9788)
H (5.0374, -0.9402, -0.1097)
H (5.2624, 3.8513, -3.8883)
C (0.9603, -1.8284, -2.0011)
Hg (-0.5377, 0.4600, -0.4806)
O (-3.6885, 2.9182, -2.0859)
O (4.8338, -3.7958, 4.6475)
C (4.6163, 2.0725, -2.6204)
H (5.6465, 1.7031, -0.5109)
H (-2.6298, 1.9148, 0.2734)
H (0.5133, -3.3217, 0.0467)
C (2.0475, -0.6641, -3.8342)
H (-4.1030, 1.4346, 2.0966)
H (-5.7572, -2.8196, 2.3142)
C (5.8374, -1.9805, 3.2950)
H (-1.3833, 3.9976, 1.0935)
O (1.5490, 1.7497, 3.4369)
F (-0.8387, 4.0599, -2.0717)
H (1.9170, -2.2895, -1.7555)
C (-2.1684, 1.9288, 1.2609)
H (-4.0217, -4.7351, 2.5892)
H (-3.8842, 3.1571, 1.9777)
H (6.6067, 3.0407, -3.1022)
H (5.5830, 4.0569, -2.2625)
O (-2.8832, -1.2727, -1.1654)
H (-6.8024, -3.0431, 5.9567)
F (-1.9509, -2.3999, -3.6116)
F (-1.4759, 4.1561, -4.1585)
H (-1.1766, -2.7008, 0.2839)